Entry 1:
{"formula": "C32H49ClMoNO3PS", "method": "ωB97M-V with the def2-TZVPD basis set", "spin_multiplicity": 3, "homo_lumo_gap_ev": [6.3, 6.1], "relative_energy_kcal_mol": 60.65, "species": ["Mo", "Cl", "P", "C", "H", "H", "C", "C", "C", "H", "C", "H", "H", "C", "H", "H", "C", "H", "H", "C", "H", "H", "H", "H", "C", "C", "H", "C", "H", "H", "C", "H", "H", "C", "H", "H", "C", "H", "H", "H", "H", "C", "H", "C", "H", "H", "C", "H", "H", "C", "H", "H", "C", "H", "H", "H", "H", "C", "C", "H", "C", "H", "C", "H", "H", "C", "H", "H", "C", "H", "H", "H", "H", "O", "C", "N", "S", "O", "O", "C", "C", "C", "C", "C", "C", "H", "H", "H", "H"], "positions_angstrom": [[-0.664, 0.789, 2.725], [-2.671, 1.098, 1.507], [-0.625, 0.399, -0.914], [-0.213, 2.522, 3.540], [0.204, 2.628, 4.551], [-0.873, 3.403, 3.374], [0.772, -0.516, -1.798], [-0.599, 2.181, -1.548], [2.118, 0.148, -1.493], [0.749, -1.482, -1.259], [3.274, -0.799, -1.845], [2.226, 1.076, -2.073], [2.183, 0.440, -0.437], [3.203, -1.272, -3.301], [4.225, -0.283, -1.659], [3.225, -1.657, -1.160], [1.811, -1.763, -3.718], [3.504, -0.444, -3.958], [3.933, -2.075, -3.455], [0.675, -0.821, -3.295], [1.779, -1.904, -4.807], [1.633, -2.747, -3.261], [0.744, 0.112, -3.873], [-0.284, -1.285, -3.551], [-2.194, -0.298, -1.706], [-0.016, 2.431, -2.941], [-1.674, 2.437, -1.566], [-0.184, 3.906, -3.332], [1.053, 2.179, -2.948], [-0.498, 1.799, -3.700], [0.413, 4.865, -2.295], [0.282, 4.076, -4.310], [-1.257, 4.116, -3.439], [-0.062, 4.566, -0.871], [1.508, 4.793, -2.327], [0.154, 5.896, -2.557], [0.080, 3.081, -0.512], [0.501, 5.165, -0.145], [-1.120, 4.841, -0.771], [1.149, 2.829, -0.428], [-0.362, 2.907, 0.481], [-2.218, -1.834, -1.641], [-2.944, 0.081, -0.987], [-3.570, -2.397, -2.101], [-1.419, -2.254, -2.270], [-2.013, -2.165, -0.612], [-4.035, -1.842, -3.455], [-3.507, -3.490, -2.154], [-4.324, -2.153, -1.340], [-3.925, -0.317, -3.557], [-3.447, -2.304, -4.260], [-5.077, -2.136, -3.625], [-2.566, 0.229, -3.098], [-4.108, 0.001, -4.592], [-4.705, 0.143, -2.936], [-1.798, -0.060, -3.832], [-2.609, 1.326, -3.103], [-0.741, -2.393, 1.951], [-0.953, -1.408, 2.830], [-0.099, -2.236, 1.086], [-2.160, -1.436, 3.776], [-0.043, -1.072, 3.476], [-2.477, -2.876, 4.194], [-1.890, -0.832, 4.658], [-3.020, -0.957, 3.289], [-2.368, -3.882, 3.055], [-1.746, -3.163, 4.947], [-3.459, -2.915, 4.674], [-1.035, -3.805, 2.289], [-2.500, -4.890, 3.464], [-3.189, -3.673, 2.364], [-0.229, -4.232, 2.924], [-1.113, -4.434, 1.377], [1.966, -1.522, 1.377], [2.022, -0.584, 2.143], [1.174, 0.584, 2.060], [2.277, 2.010, 2.273], [2.956, 2.194, 0.996], [1.527, 3.160, 2.843], [3.182, 1.025, 3.427], [3.858, 1.493, 4.534], [4.393, 0.554, 5.425], [4.259, -0.822, 5.186], [3.579, -1.295, 4.064], [3.000, -0.337, 3.216], [3.935, 2.561, 4.682], [4.903, 0.906, 6.317], [4.689, -1.530, 5.896], [3.468, -2.356, 3.844]], "mulliken_charge": [-0.0851, -0.4683, 0.9588, -0.7513, 0.2916, 0.2138, 0.2909, -0.3209, 0.0431, 0.3838, -0.7363, 0.4664, -1.3580, -0.8765, 0.4244, 0.2489, -0.9743, 0.3183, 0.4253, -0.3714, 0.4195, 0.3824, 0.1740, 0.0717, 0.3446, -0.5353, 1.0110, -1.0611, 0.1212, 0.0835, -0.7445, 0.3940, 0.3623, -1.2366, 0.3039, 0.4556, 0.6145, 0.4149, 0.3913, -0.0142, -0.0874, -0.2105, 0.5969, -0.8536, 0.2032, -0.4928, -0.7260, 0.4151, 0.3557, -1.0342, 0.3190, 0.3705, -0.5125, 0.3901, 0.3945, 0.0473, 0.2474, -0.1176, 0.5221, 0.3593, -0.6380, 0.4400, -0.8193, 0.3534, 0.4213, -0.6845, 0.3313, 0.3774, -1.2032, 0.3694, 0.2985, 0.3093, 0.2790, -0.5593, 0.3452, 0.5586, 1.1438, -0.6003, -0.5863, 0.4921, -0.8511, -0.5989, -0.4998, -0.7536, -0.0106, 0.5103, 0.4122, 0.3911, 0.5100]}

Entry 2:
{"formula": "C7H14NO", "method": "ωB97M-V with the def2-TZVPD basis set", "homo_lumo_gap_ev": 10.8, "charge": 1, "smiles": "CC#C[C@@](C)([NH3+])OCC", "relative_energy_kcal_mol": 85.68, "species": ["C", "C", "C", "C", "C", "N", "O", "C", "C", "H", "H", "H", "H", "H", "H", "H", "H", "H", "H", "H", "H", "H", "H"], "positions_angstrom": [[-1.601, 3.043, -0.131], [-0.805, 1.785, 0.065], [-0.091, 0.839, 0.289], [0.702, -0.315, 0.627], [1.932, -0.046, 1.561], [-0.262, -1.237, 1.718], [1.051, -1.028, -0.393], [0.681, -0.906, -1.733], [-0.738, -1.295, -1.908], [-2.175, 2.801, -0.992], [-2.226, 3.235, 0.728], [-0.848, 3.810, -0.355], [1.602, 0.361, 2.483], [2.691, 0.391, 0.933], [2.256, -1.069, 1.706], [0.129, -1.008, 2.571], [-1.293, -1.135, 1.764], [0.000, -2.197, 1.491], [0.978, -0.013, -2.317], [1.280, -1.726, -2.155], [-0.721, -2.274, -1.364], [-1.521, -0.603, -1.554], [-1.020, -1.412, -3.032]], "mulliken_charge": [-1.1605, 1.5512, -1.2210, 0.3681, -1.3310, -0.3185, -0.3635, -0.2306, -0.9325, 0.3321, 0.3247, 0.3042, 0.4021, 0.3732, 0.4144, 0.2982, 0.3321, 0.3639, 0.3102, 0.3313, 0.2652, 0.2388, 0.3479]}

Entry 3:
{"formula": "C46H52AsDyN7O3PS7", "method": "ωB97M-V with the def2-TZVPD basis set", "spin_multiplicity": 6, "homo_lumo_gap_ev": [5.4, 5.4], "relative_energy_kcal_mol": 0.00, "species": ["Dy", "S", "C", "S", "C", "C", "S", "S", "S", "S", "C", "C", "C", "C", "C", "C", "As", "C", "C", "C", "C", "C", "C", "C", "C", "C", "C", "C", "C", "H", "H", "H", "H", "H", "H", "H", "H", "H", "H", "H", "H", "H", "H", "O", "H", "H", "C", "C", "N", "H", "H", "H", "C", "N", "C", "N", "C", "N", "C", "P", "C", "C", "H", "H", "H", "H", "H", "H", "H", "H", "H", "H", "H", "H", "C", "N", "C", "S", "N", "C", "H", "H", "H", "H", "H", "H", "H", "H", "C", "O", "C", "C", "C", "C", "C", "C", "N", "C", "C", "C", "C", "C", "C", "C", "O", "H", "H", "H", "H", "H", "H", "H", "H", "H", "H", "H", "H", "H"], "positions_angstrom": [[-0.478, 0.411, 1.260], [-6.940, -0.561, 5.399], [-5.538, -0.339, 4.547], [-5.431, 0.714, 3.220], [-3.686, 0.531, 2.887], [-3.042, -0.394, 3.569], [-1.355, -0.866, 3.497], [-4.090, -1.202, 4.800], [-2.916, 1.591, 1.692], [0.520, -2.063, 0.126], [-0.692, -3.287, -0.270], [-0.290, -4.621, -0.370], [-1.191, -5.622, -0.683], [-2.506, -5.322, -0.997], [-2.906, -3.996, -0.924], [-2.016, -2.984, -0.574], [-2.535, -1.155, -0.359], [-2.692, -0.636, -2.235], [-2.916, -1.578, -3.239], [-3.085, -1.143, -4.563], [-3.094, 0.231, -4.826], [-2.918, 1.157, -3.784], [-2.652, 0.715, -2.489], [-4.437, -1.484, 0.012], [-5.492, -1.191, -0.825], [-6.812, -1.574, -0.496], [-7.019, -2.364, 0.636], [-5.947, -2.684, 1.451], [-4.680, -2.226, 1.179], [0.762, -4.875, -0.153], [-0.900, -6.652, -0.722], [-3.239, -6.103, -1.207], [-3.921, -3.711, -1.090], [-2.893, -2.630, -2.988], [-3.216, -1.834, -5.391], [-3.187, 0.592, -5.872], [-2.886, 2.244, -3.908], [-2.446, 1.402, -1.668], [-5.388, -0.536, -1.667], [-7.614, -1.332, -1.144], [-8.010, -2.791, 0.820], [-6.136, -3.209, 2.399], [-3.868, -2.493, 1.860], [-0.097, 2.236, 3.120], [-0.803, 2.676, 2.597], [-0.665, 1.747, 3.734], [3.387, -1.052, -1.211], [2.646, -0.202, -0.305], [2.148, 0.521, 0.432], [4.329, -0.576, -1.483], [2.774, -1.241, -2.122], [3.548, -2.043, -0.743], [3.960, 0.274, 5.654], [3.182, -0.942, 5.695], [3.943, -2.039, 5.061], [4.407, -1.747, 3.716], [5.165, -0.487, 3.733], [4.411, 0.673, 4.301], [3.256, 1.060, 3.510], [2.030, -0.354, 3.275], [1.876, -0.793, 5.059], [3.234, -1.646, 2.796], [4.855, 0.093, 6.310], [3.344, 1.080, 6.034], [3.300, -2.898, 5.032], [4.847, -2.256, 5.720], [5.493, -0.266, 2.705], [6.040, -0.621, 4.387], [3.540, 1.372, 2.501], [2.733, 1.944, 3.911], [1.302, -1.718, 5.137], [1.277, -0.037, 5.577], [3.606, -1.467, 1.804], [2.707, -2.605, 2.733], [0.120, -3.164, -3.798], [0.673, -1.817, -3.837], [1.644, -1.388, -4.647], [1.954, 0.278, -4.915], [2.434, -2.305, -5.250], [2.911, -3.565, -4.677], [-0.856, -3.043, -3.332], [0.784, -3.912, -3.352], [-0.149, -3.569, -4.787], [0.082, -1.104, -3.456], [3.065, -1.833, -5.861], [2.261, -4.417, -4.879], [3.013, -3.419, -3.583], [3.882, -3.785, -5.107], [0.615, 6.124, -0.058], [1.352, 5.095, -0.709], [2.335, 4.474, -0.046], [2.869, 4.935, 1.137], [3.975, 4.293, 1.659], [4.602, 3.241, 1.004], [4.034, 2.802, -0.188], [2.867, 3.366, -0.718], [2.360, 2.834, -1.919], [1.223, 2.824, -2.552], [-0.055, 3.305, -2.182], [-0.703, 3.998, -3.197], [-1.916, 4.585, -2.983], [-2.512, 4.476, -1.705], [-1.902, 3.768, -0.674], [-0.638, 3.153, -0.887], [-0.128, 2.334, 0.001], [-0.149, 6.356, -0.776], [1.288, 6.956, 0.135], [0.110, 5.766, 0.782], [2.439, 5.728, 1.708], [4.383, 4.668, 2.592], [5.446, 2.747, 1.473], [4.470, 1.987, -0.750], [3.100, 2.354, -2.470], [1.283, 2.402, -3.585], [-0.229, 4.084, -4.189], [-2.454, 5.100, -3.773], [-3.495, 4.925, -1.510], [-2.387, 3.550, 0.284]], "mulliken_charge": [0.9857, -0.2404, 0.1200, -0.0693, -0.0016, -0.0503, -0.3682, -0.1393, -0.6477, 0.2515, -0.4002, -0.8268, -0.7717, -0.9451, -0.0675, -0.3137, 0.6310, 0.6886, -0.8718, -0.7367, -0.7109, -0.3443, 0.0233, -0.0062, -0.0352, -0.8091, -0.6106, -0.7232, -0.1016, 0.4290, 0.4074, 0.4205, 0.6268, 0.4754, 0.4356, 0.3139, 0.3014, 0.1492, 0.4508, 0.4630, 0.3712, 0.4182, 0.5229, -0.4612, 0.2729, 0.3199, -1.0201, -0.1022, 0.6758, 0.5114, -0.1590, 0.3746, -0.9889, 0.1469, -0.9487, 0.1263, -0.9068, 0.0380, 0.1177, 1.8934, -1.3183, -1.2147, 0.2652, 0.4601, 0.4399, 0.2783, 0.2882, 0.3302, -0.9568, 0.6211, 0.5130, 0.3968, 0.3547, 0.3833, -0.2293, 0.7055, 0.3528, -0.4842, -0.2049, -0.8613, -0.5746, 0.3165, 0.3522, -0.4205, 0.2746, 0.2896, 0.2294, 0.3848, -1.2425, -0.3438, 1.0091, -0.9156, -0.3923, -1.0139, -0.0044, -0.1246, 0.3691, -1.4584, 1.7729, -0.5087, -1.2192, -0.6520, -0.5532, 0.5857, -0.1078, 0.2758, 0.4301, 0.4491, 0.4985, 0.3970, 0.3276, 0.3926, 0.5368, 0.2683, 0.3933, 0.4355, 0.4456, 0.3940]}

Entry 4:
{"formula": "C24H39ClFNO17P2S", "method": "ωB97M-V with the def2-TZVPD basis set", "homo_lumo_gap_ev": 7.9, "smiles": "C=CC(=O)OCCCCCCP(N)(F)(Cl)[PH2]=S.O=C1OCCO1.O=C1OCCO1.O=C1OCCO1.O=C1OCCO1.O=C1OCCO1", "species": ["C", "C", "C", "O", "O", "C", "C", "C", "C", "C", "C", "P", "N", "F", "Cl", "P", "S", "H", "H", "H", "H", "H", "H", "H", "H", "H", "H", "H", "H", "H", "H", "H", "H", "H", "H", "H", "O", "C", "O", "C", "C", "O", "H", "H", "H", "H", "O", "C", "O", "C", "C", "O", "H", "H", "H", "H", "O", "C", "O", "C", "C", "O", "H", "H", "H", "H", "O", "C", "O", "C", "C", "O", "H", "H", "H", "H", "O", "C", "O", "C", "C", "O", "H", "H", "H", "H"], "positions_angstrom": [[-3.201, -6.393, -1.502], [-2.473, -7.404, -1.032], [-0.985, -7.392, -1.001], [-0.276, -8.355, -0.831], [-0.526, -6.132, -1.111], [0.878, -5.908, -0.928], [1.013, -4.463, -0.479], [0.668, -4.332, 1.006], [0.733, -2.922, 1.597], [-0.011, -1.833, 0.798], [0.795, -0.546, 0.500], [1.744, -0.605, -1.043], [2.694, 0.751, -1.391], [1.745, -1.792, -2.069], [3.439, -1.605, -0.103], [-0.067, 0.242, -2.281], [-0.266, -0.447, -4.116], [-4.155, -6.096, -1.085], [-2.828, -5.776, -2.312], [-2.940, -8.305, -0.651], [1.410, -6.099, -1.861], [1.254, -6.595, -0.169], [2.020, -4.100, -0.689], [0.296, -3.903, -1.083], [-0.337, -4.740, 1.142], [1.361, -4.981, 1.549], [1.772, -2.648, 1.776], [0.263, -2.970, 2.581], [-0.430, -2.233, -0.128], [-0.858, -1.497, 1.395], [0.074, 0.265, 0.366], [1.449, -0.286, 1.333], [3.008, 0.711, -2.359], [2.149, 1.604, -1.278], [-1.255, 0.030, -1.548], [0.140, 1.630, -2.311], [0.548, 3.735, -2.624], [-0.335, 4.188, -3.288], [-0.905, 5.392, -3.082], [-1.757, 5.680, -4.201], [-2.058, 4.291, -4.737], [-0.892, 3.561, -4.337], [-2.637, 6.224, -3.872], [-1.204, 6.290, -4.916], [-2.930, 3.838, -4.262], [-2.174, 4.251, -5.815], [-3.422, -4.209, 0.869], [-4.573, -4.281, 1.147], [-5.537, -4.834, 0.364], [-6.737, -4.948, 1.136], [-6.536, -3.882, 2.198], [-5.112, -3.824, 2.301], [-7.602, -4.774, 0.503], [-6.788, -5.954, 1.554], [-6.903, -2.905, 1.878], [-6.969, -4.134, 3.162], [2.978, 3.631, 4.061], [3.639, 2.913, 3.383], [3.147, 1.982, 2.536], [4.225, 1.474, 1.734], [5.429, 1.769, 2.607], [4.992, 2.914, 3.353], [4.068, 0.420, 1.527], [4.246, 2.021, 0.790], [5.649, 0.962, 3.305], [6.326, 2.012, 2.043], [-4.093, 7.271, -6.801], [-4.576, 7.830, -5.871], [-3.866, 8.481, -4.917], [-4.777, 9.206, -4.084], [-6.072, 8.439, -4.290], [-5.898, 7.899, -5.604], [-4.423, 9.205, -3.057], [-4.836, 10.233, -4.447], [-6.180, 7.612, -3.586], [-6.962, 9.060, -4.258], [6.028, -1.435, 5.541], [6.603, -0.534, 6.055], [7.002, -0.497, 7.347], [7.848, 0.641, 7.531], [7.409, 1.554, 6.400], [6.951, 0.614, 5.423], [7.692, 1.061, 8.521], [8.888, 0.324, 7.430], [6.576, 2.200, 6.681], [8.210, 2.159, 5.985]], "mulliken_charge": [-0.3882, -0.3869, 0.5864, -0.6094, -0.1349, -1.0776, 0.2164, -0.6555, -1.0126, -0.4109, -1.1591, 0.6911, -0.4694, -0.2395, -0.3970, 0.3105, -0.4289, 0.1436, 0.2480, 0.3959, 0.3887, 0.3922, 0.1694, 0.1786, 0.2167, 0.3636, 0.5024, 0.3676, 0.2616, 0.5079, 0.5789, 0.4823, 0.3313, 0.2855, 0.0262, -0.1363, -0.5858, 0.6186, -0.3286, -0.0683, -0.3242, -0.2787, 0.1180, 0.2058, 0.2888, 0.2900, -0.4316, 0.5849, -0.3118, -0.3126, -0.3443, -0.3277, 0.2823, 0.2687, 0.2575, 0.2938, -0.5681, 0.6149, -0.2736, 0.0096, -0.1144, -0.3603, -0.0042, 0.1961, 0.0996, 0.3548, -0.5187, 0.6955, -0.3370, -0.2885, -0.3025, -0.3313, 0.2875, 0.2707, 0.2577, 0.2955, -0.5161, 0.6380, -0.3378, -0.3270, -0.3392, -0.2631, 0.2986, 0.2511, 0.2653, 0.3134]}

no.,energy (eV),maximum force (Eh/bohr)
1,-76108.7212,0.062
2,-11014.1047,0.063
3,-235178.5072,0.041
4,-106471.3708,0.028